1.
6 unconnected molecules or ions with the total composition C46H108N6O6 at a distorted geometry, computed with the ωB97M-V functional and the def2-TZVPD basis.

Computed properties:
Total energy ... -70637.3650 eV
Kohn-Sham gap ... 8.97 eV
E_HOMO ... -16.60 eV

```
! RIJCOSX wB97M-V def2-TZVPD def2/J DEFGRID3
* xyz 4 1
N 20.41564 8.25953 4.93546
O 19.31369 8.41088 5.31977
O 20.76718 7.22715 4.40962
O 21.22004 9.16698 5.19880
C 24.10271 6.96640 7.11601
C 23.24731 5.76875 6.61340
C 21.85699 5.48205 7.24257
C 21.24529 4.29087 6.43390
N 19.91173 3.74235 7.02609
C 19.42871 2.56634 6.18842
C 18.58448 3.15396 5.12522
C 18.15614 4.50920 5.53991
C 18.72670 4.76332 6.87478
C 19.98900 3.28583 8.47362
C 21.07053 2.18758 8.69066
C 21.33361 2.00899 10.23882
H 24.40478 6.67004 8.12051
H 23.57020 7.91708 7.08880
H 24.96347 7.05003 6.45254
H 23.78751 4.83032 6.73837
H 23.13114 5.88513 5.53589
H 21.18185 6.33406 7.16264
H 22.00373 5.42960 8.32137
H 21.86790 3.39890 6.36434
H 21.08150 4.69985 5.43690
H 18.73005 1.98812 6.79308
H 20.21634 1.88869 5.85900
H 17.70550 2.52772 4.97246
H 19.09475 3.06898 4.16580
H 17.07387 4.62174 5.60415
H 18.51618 5.22038 4.79647
H 18.01564 4.52636 7.66621
H 19.07661 5.78538 7.01986
H 19.00806 2.85735 8.67918
H 20.23785 4.14789 9.09250
H 22.00592 2.49573 8.22357
H 20.75952 1.20683 8.33079
H 20.37282 2.09095 10.74701
H 22.01855 2.70516 10.72289
H 21.80833 1.04402 10.41651
C 23.74860 14.34377 7.68370
C 22.65327 13.81658 6.64318
C 21.50616 12.94207 7.26973
C 21.90281 11.66920 7.95379
N 20.71082 10.82803 8.56441
C 20.05782 11.63450 9.71612
C 18.58131 11.73031 9.46695
C 18.46315 11.65415 7.92162
C 19.51369 10.57878 7.58870
C 21.24757 9.52259 9.06353
C 22.36103 9.60759 10.11990
C 22.38784 8.33100 10.90813
H 24.50420 14.90573 7.13474
H 24.15982 13.49636 8.23225
H 23.23372 14.99779 8.38745
H 23.15569 13.26151 5.85100
H 22.29288 14.72842 6.16698
H 20.73617 12.82248 6.50755
H 21.17120 13.55558 8.10609
H 22.70903 11.78103 8.67877
H 22.23405 10.89166 7.26546
H 20.18099 11.22796 10.71994
H 20.48475 12.63586 9.77189
H 17.96244 10.92430 9.86120
H 18.16134 12.61715 9.94154
H 17.48612 11.38537 7.52005
H 18.79281 12.59821 7.48783
H 19.10368 9.57059 7.64827
H 19.86031 10.76410 6.57204
H 21.64317 8.96207 8.21653
H 20.35503 9.03749 9.45869
H 22.37915 10.51899 10.71749
H 23.34629 9.55719 9.65643
H 23.33123 8.34519 11.45394
H 22.33724 7.46855 10.24350
H 21.64913 8.34661 11.70948
C 18.42908 11.31518 1.37313
C 19.49409 11.21097 2.44427
N 20.72382 12.11495 2.14211
C 21.64011 12.01930 3.41630
C 21.62165 11.53994 0.91965
C 21.93593 10.07693 1.06789
C 20.47244 13.63369 1.87698
C 19.46852 14.33685 2.82070
O 19.84613 14.26823 4.23057
C 18.92194 14.85788 5.18752
H 18.67314 10.95299 0.37447
H 18.00574 12.31688 1.44708
H 17.64148 10.65730 1.74053
H 19.77087 10.19558 2.72796
H 19.07747 11.52724 3.40056
H 21.05768 12.27199 4.30232
H 22.55636 12.51127 3.08988
H 21.84737 10.97142 3.63326
H 22.49725 12.17069 0.76600
H 21.13687 11.65137 -0.05024
H 22.20343 9.69391 2.05269
H 22.79909 9.89302 0.42818
H 21.07204 9.44851 0.85139
H 20.18867 13.65415 0.82477
H 21.45625 14.09953 1.93363
H 18.42412 14.02488 2.82123
H 19.50156 15.39610 2.56578
H 19.27722 14.72506 6.20939
H 18.00773 14.26589 5.23106
H 18.76835 15.92147 5.00506
C 15.72563 8.64499 5.81793
C 15.94119 7.66629 6.97307
N 15.06900 8.00348 8.24994
C 15.56036 9.41268 8.83670
C 13.54875 8.00653 8.05810
C 12.83835 6.84470 7.47050
C 15.44117 6.97617 9.36578
C 14.65387 7.05637 10.71656
O 13.32715 6.68463 10.64430
C 12.98885 5.32640 10.95146
H 14.74031 8.71330 5.35685
H 16.43399 8.56828 4.99305
H 15.87721 9.66282 6.17728
H 16.99209 7.63172 7.26032
H 15.75132 6.60774 6.79556
H 16.60260 9.33208 9.14548
H 15.02487 9.52904 9.77895
H 15.27088 10.23014 8.17634
H 13.31653 8.89854 7.47632
H 13.17396 8.19309 9.06449
H 13.36852 6.51376 6.57747
H 11.93526 7.24348 7.00841
H 12.66006 5.93558 8.04480
H 16.51205 7.09881 9.52791
H 15.23087 6.01617 8.89433
H 14.85145 8.01808 11.19003
H 15.12690 6.56995 11.56965
H 13.45112 5.04916 11.89885
H 13.40309 4.60244 10.24975
H 11.90644 5.21870 11.02147
C 23.31769 6.23772 2.16095
C 24.70341 5.57882 2.11026
N 24.63773 4.20068 1.34683
C 26.02476 3.49857 1.44304
C 23.63498 3.23429 2.00832
C 23.83042 2.96935 3.54952
C 24.27475 4.41096 -0.16422
C 24.79419 5.59198 -1.04203
O 26.17089 5.54754 -1.07768
C 26.79048 6.49508 -1.88571
H 23.36859 7.19968 2.67098
H 22.56278 5.72502 2.75706
H 22.83904 6.30993 1.18433
H 25.16972 5.43061 3.08427
H 25.41095 6.18658 1.54623
H 26.50470 3.49673 2.42170
H 26.63978 4.11181 0.78442
H 25.80165 2.48772 1.10171
H 23.65451 2.35917 1.35880
H 22.62146 3.62206 1.90580
H 23.94186 3.88213 4.13476
H 24.70081 2.36920 3.81477
H 22.97471 2.40557 3.92099
H 23.18617 4.46612 -0.16972
H 24.53729 3.48008 -0.66686
H 24.37989 6.55163 -0.73299
H 24.39078 5.50105 -2.05054
H 26.25308 6.65063 -2.82118
H 27.82581 6.17343 -1.99846
H 26.81489 7.45668 -1.37303
*
```

Results of the Mulliken charge analysis, in e, for atoms 1 through 5: atom 1 (N): 0.788, atom 2 (O): -0.436, atom 3 (O): -0.624, atom 4 (O): -0.623, atom 5 (C): -1.179



2.
7 unconnected molecules or ions with the total composition C46H108N6O8 at a distorted geometry, computed with the ωB97M-V functional and the def2-TZVPD basis.

Computed properties:
Total energy ... -74770.4078 eV
Kohn-Sham gap ... 9.53 eV
SMILES ... CCCCCCCCCCCCCCCC[C@@H]1C[C@@H](CC)OC1=O.COC[C@@H](C)N.COC[C@@H](C)N.COC[C@@H](C)N.COC[C@@H](C)N.COC[C@@H](C)N.COC[C@@H](C)N
E_HOMO ... -9.16 eV

```
! RIJCOSX wB97M-V def2-TZVPD def2/J DEFGRID3
* xyz 0 1
C 9.19209 -1.92325 1.33588
C 8.74231 -0.89707 2.39722
C 7.76724 0.17183 1.86261
C 6.40184 0.18874 2.55467
C 5.31783 0.91173 1.73120
C 4.61303 2.07828 2.45988
C 3.14511 1.81552 2.81140
C 2.14630 2.26118 1.72612
C 0.86772 2.94008 2.25846
C -0.37941 2.03561 2.27897
C -1.64698 2.73533 1.79109
C -2.77477 1.76183 1.37789
C -3.84440 1.64652 2.48372
C -4.90737 2.74406 2.36488
C -6.11476 2.44748 1.45472
C -6.39862 0.98899 1.08994
C -7.26100 0.17100 2.06213
C -8.75471 0.13683 1.68500
C -9.42209 -0.32905 3.01457
C -10.19096 -1.63184 3.01531
C -9.54582 -2.79724 2.23398
O -8.40151 -0.25452 4.02379
C -7.40854 0.56919 3.52008
O -6.87748 1.42021 4.19475
H 8.84486 -2.91784 1.61500
H 10.27794 -1.98429 1.32862
H 8.80324 -1.69525 0.34888
H 9.64513 -0.37967 2.72354
H 8.35230 -1.40566 3.27765
H 7.65449 0.02591 0.78993
H 8.22754 1.15085 2.00728
H 6.11796 -0.85093 2.73662
H 6.50905 0.64835 3.53674
H 4.59399 0.19362 1.34827
H 5.82321 1.32599 0.85697
H 4.68699 2.97126 1.83875
H 5.17532 2.29312 3.36817
H 2.91945 2.32305 3.74929
H 3.01756 0.74643 2.98647
H 2.65995 2.92908 1.03434
H 1.85906 1.39250 1.13262
H 1.08138 3.31427 3.25924
H 0.67499 3.82524 1.65113
H -0.52063 1.71804 3.31565
H -0.17788 1.12471 1.71699
H -1.36650 3.37834 0.95435
H -1.99718 3.40704 2.57554
H -2.31484 0.79568 1.18429
H -3.23399 2.17198 0.47988
H -3.33336 1.79681 3.43626
H -4.26450 0.64476 2.53433
H -5.21581 3.03360 3.36440
H -4.40394 3.62389 1.95589
H -6.00269 2.99172 0.51802
H -7.01330 2.85418 1.92156
H -5.49176 0.42626 0.88100
H -6.94327 1.00609 0.14456
H -6.93595 -0.86881 2.11909
H -9.07987 1.16798 1.56540
H -8.94767 -0.48894 0.82391
H -10.14844 0.45242 3.26195
H -10.39388 -1.94990 4.03572
H -11.16027 -1.40117 2.57524
H -8.69831 -2.49130 1.62799
H -10.29384 -3.21511 1.56133
H -9.24300 -3.60567 2.89341
C -4.69481 3.09013 -2.82887
O -5.87416 3.41656 -2.11837
C -6.24744 4.78047 -2.15784
C -7.01655 5.20685 -3.41643
C -6.14220 5.35690 -4.65751
N -8.12897 4.30478 -3.72683
H -3.95824 3.89722 -2.78581
H -4.92047 2.84884 -3.87081
H -4.26449 2.20131 -2.36608
H -6.90617 4.92256 -1.29648
H -5.36690 5.41691 -1.99713
H -7.44296 6.19002 -3.19607
H -5.89021 4.39163 -5.09640
H -6.67305 5.92398 -5.42143
H -5.21420 5.88520 -4.42897
H -8.78009 4.29150 -2.94706
H -7.76279 3.35755 -3.76992
C 15.38323 0.10665 -0.37455
O 15.34019 -0.43092 0.93344
C 14.81946 0.42927 1.92705
C 13.28731 0.46755 2.00838
C 12.62554 1.26968 0.88997
N 12.69573 -0.87281 2.04003
H 15.59963 1.17881 -0.36028
H 14.44869 -0.06906 -0.91272
H 16.18212 -0.40352 -0.91206
H 15.19931 0.03714 2.87417
H 15.23282 1.43983 1.80781
H 13.03861 0.96007 2.95330
H 12.60257 0.71427 -0.04791
H 11.59098 1.49809 1.14750
H 13.14604 2.21447 0.71754
H 13.03865 -1.37883 2.85167
H 13.06381 -1.39347 1.24821
C -12.70890 -3.52412 -0.60473
O -11.67325 -4.48917 -0.62040
C -11.92160 -5.64546 0.15670
C -12.80163 -6.70446 -0.52259
C -14.28519 -6.35053 -0.55691
N -12.35411 -7.01209 -1.88367
H -13.20886 -3.48205 0.36760
H -13.44783 -3.71605 -1.38573
H -12.25927 -2.55148 -0.80648
H -10.93902 -6.08987 0.33599
H -12.32676 -5.36447 1.13836
H -12.69903 -7.61731 0.07153
H -14.51088 -5.61575 -1.32901
H -14.87545 -7.23854 -0.78073
H -14.62235 -5.95514 0.40338
H -11.40229 -7.36567 -1.85436
H -12.28287 -6.13568 -2.39323
C 4.98885 -7.14133 2.17398
O 4.54995 -6.38629 1.06099
C 4.13400 -5.06621 1.34825
C 5.27108 -4.04047 1.45787
C 6.06072 -4.13292 2.75871
N 6.20053 -4.12060 0.32785
H 4.42167 -6.89236 3.07562
H 6.05514 -6.99696 2.36316
H 4.82792 -8.19334 1.93988
H 3.49719 -4.77660 0.50819
H 3.50462 -5.05493 2.24845
H 4.80139 -3.05184 1.43145
H 6.76534 -4.96444 2.75579
H 6.64502 -3.22478 2.90976
H 5.39619 -4.25052 3.61732
H 5.69213 -3.94436 -0.53396
H 6.50286 -5.08773 0.24766
C 8.74787 4.11325 0.44406
O 9.38460 2.99010 -0.13399
C 9.07617 2.74770 -1.49132
C 9.88602 3.58309 -2.49207
C 9.43591 5.03692 -2.59598
N 11.32369 3.54759 -2.20680
H 7.74216 4.25721 0.03815
H 9.33299 5.02530 0.30298
H 8.66830 3.92857 1.51566
H 9.31974 1.69463 -1.65677
H 7.99654 2.85823 -1.66134
H 9.73356 3.12408 -3.47342
H 9.78767 5.63307 -1.75443
H 9.84265 5.49035 -3.49953
H 8.34772 5.11379 -2.64068
H 11.65187 2.58724 -2.25476
H 11.45189 3.80905 -1.23282
C -4.16710 -1.40553 -4.10294
O -3.71207 -0.74728 -5.26908
C -4.30867 -1.17558 -6.47810
C -5.68591 -0.55767 -6.76126
C -6.81654 -1.15759 -5.93080
N -5.68681 0.89638 -6.58068
H -4.39400 -2.45852 -4.29256
H -5.04954 -0.90929 -3.69159
H -3.37396 -1.35049 -3.35743
H -3.62212 -0.85581 -7.26611
H -4.35325 -2.27213 -6.51472
H -5.91139 -0.76248 -7.81193
H -6.81381 -0.78271 -4.90778
H -7.77991 -0.89105 -6.36459
H -6.75144 -2.24693 -5.89800
H -5.01677 1.31350 -7.22060
H -5.30089 1.08665 -5.65946
*
```

Results of the Mulliken charge analysis, in e, for atoms 1 through 5: atom 1 (C): -1.023, atom 2 (C): -0.631, atom 3 (C): -0.350, atom 4 (C): -0.230, atom 5 (C): -0.627